A cluster of 2 separate species, C2H6INO2S in total. Source: OMol25; level of theory: ωB97M-V/def2-TZVPD.

Positions of all 13 atoms, in Å:
I1 -2.0644 -0.7275 -1.0316
S1 1.1191 0.5176 -0.0513
O1 0.9096 1.3097 1.1424
O2 2.4662 0.1721 -0.4375
N1 -0.5110 -1.3172 0.2278
C1 -0.9006 -1.4488 1.5673
C2 0.5731 1.4231 -1.5936
H1 -0.2691 2.0321 -1.4335
H2 1.4385 1.9635 -1.9032
H3 -1.0396 -0.5329 2.0884
H4 0.4801 0.6250 -2.2330
H5 -0.2637 -2.1531 2.1337
H6 -1.9382 -1.8636 1.5240

The charge is 0. Its orbital gap (spin up / spin down) is 7.544 / 7.807 eV. Its lowest unoccupied orbital energy (spin up / spin down) is -1.27 / -1.54 eV. The calculation puts the energy above the lowest of the compared OMol25 structures with the same formula, charge and spin at 229.5 kJ/mol.

Löwdin atomic charge list, values in e, 4 entries: number 1, I, carries 0.81; number 2, S, carries 0.71; number 3, O, carries -0.36; number 4, O, carries -0.35